Record 1
{"formula": "C15H9Cl2O2", "method": "ωB97M-V/def2-TZVPD", "de_lowest_kj_mol": 0.6, "charge": -1, "total_energy_ha": -1647.85304, "species": ["Cl", "C", "C", "C", "O", "C", "Cl", "C", "C", "O", "H", "H", "C", "C", "C", "C", "C", "C", "C", "C", "C", "H", "H", "H", "H", "H", "H", "H"], "coordinates": [[-3.8404, 2.1836, -0.6442], [-2.7575, 1.8434, 0.6207], [-2.9261, 0.7385, 1.3779], [-2.0271, 0.4302, 2.4610], [-2.1667, -0.5742, 3.1346], [-0.9417, 1.3708, 2.7198], [0.0907, 1.0754, 4.0368], [-0.7655, 2.4687, 1.9544], [-1.6583, 2.7718, 0.8647], [-1.5074, 3.7665, 0.1794], [-3.7450, 0.0676, 1.1864], [0.0467, 3.1458, 2.1527], [1.8156, -0.7869, 1.4681], [2.9935, -0.0646, 1.5952], [3.5309, 0.1781, 0.3385], [2.6692, -0.4088, -0.6272], [1.5898, -1.0092, 0.0786], [0.5797, -1.6665, -0.6240], [0.6590, -1.7232, -2.0071], [1.7219, -1.1417, -2.6937], [2.7312, -0.4824, -2.0171], [1.1906, -1.1386, 2.2715], [3.4259, 0.2522, 2.5297], [4.4427, 0.7037, 0.1175], [-0.2388, -2.1213, -0.0934], [-0.1127, -2.2313, -2.5635], [1.7624, -1.2094, -3.7688], [3.5572, -0.0385, -2.5406]], "forces_ev_per_angstrom": [[-0.21, 0.23, -0.39], [-0.76, -1.75, 0.73], [-0.40, 1.22, -1.35], [0.12, -1.31, 0.86], [-0.16, 0.15, -0.08], [0.94, 1.56, -0.58], [0.08, -0.17, 0.34], [0.22, -1.06, 1.21], [0.43, 1.14, -0.76], [-0.09, -0.02, 0.05], [-0.06, -0.22, 0.06], [0.11, 0.16, -0.11], [-0.76, -0.32, -0.07], [0.14, 0.11, 0.14], [0.26, 0.15, -0.49], [0.69, 0.44, 0.19], [-0.29, -0.16, 0.79], [0.21, 0.10, -0.56], [-0.55, -0.28, 0.56], [0.61, 0.34, -0.24], [-0.48, -0.29, -0.02], [-0.13, -0.08, 0.13], [0.11, 0.08, 0.20], [0.22, 0.14, -0.02], [-0.30, -0.18, 0.11], [-0.18, -0.12, -0.13], [-0.03, -0.03, -0.27], [0.28, 0.16, -0.28]], "lowdin_charge": [0.752, -0.584, -0.007, -0.431, 0.087, -0.580, 0.766, -0.004, -0.432, 0.085, 0.120, 0.124, -0.141, -0.184, -0.121, -0.248, -0.244, -0.076, -0.159, -0.160, -0.075, 0.058, 0.070, 0.066, 0.087, 0.070, 0.071, 0.087]}

---

Record 2
{"formula": "C15H9Cl5N2Pd", "method": "ωB97M-V/def2-TZVPD", "total_energy_ha": -3115.30216, "species": ["Pd", "Cl", "C", "C", "C", "Cl", "C", "Cl", "C", "Cl", "C", "Cl", "C", "C", "C", "C", "C", "C", "H", "H", "H", "H", "H", "N", "C", "C", "C", "N", "H", "H", "H", "H"], "coordinates": [[0.1844, -0.0041, -0.3057], [-3.6952, 0.2942, -1.6340], [-2.3543, -0.2748, -2.5989], [-1.0880, -0.3452, -2.0345], [-0.1191, -0.7721, -2.9305], [1.5027, -0.7840, -2.2440], [-0.3045, -1.1387, -4.2506], [1.0068, -1.6517, -5.2306], [-1.6032, -1.0717, -4.7526], [-1.9153, -1.5249, -6.3816], [-2.6321, -0.6324, -3.9230], [-4.2324, -0.5417, -4.5533], [4.0030, 0.4460, 2.5449], [3.3254, -0.7629, 2.5019], [2.1966, -0.9088, 1.7024], [1.7401, 0.1520, 0.9322], [2.4252, 1.3659, 0.9798], [3.5518, 1.5140, 1.7803], [4.8789, 0.5562, 3.1711], [3.6742, -1.6003, 3.0941], [1.6713, -1.8580, 1.6850], [2.0819, 2.2095, 0.3895], [4.0755, 2.4617, 1.8060], [-2.3538, 0.0059, 1.2220], [-3.0323, 0.4800, 2.2729], [-2.1034, 0.9799, 3.1579], [-0.8683, 0.7681, 2.5431], [-1.0311, 0.1603, 1.3708], [-2.7122, -0.3629, 0.3534], [-4.1057, 0.4176, 2.3171], [-2.2903, 1.4296, 4.1160], [0.1237, 0.9934, 2.8986]], "forces_ev_per_angstrom": [[0.01, -0.56, 0.23], [-0.12, 0.04, 0.02], [0.14, -0.09, -0.04], [-0.06, 0.05, -0.19], [-0.23, 0.02, -0.06], [0.17, 0.16, 0.28], [-0.12, 0.03, 0.04], [0.06, -0.01, -0.02], [0.07, -0.02, -0.01], [0.00, 0.01, 0.01], [-0.01, 0.01, 0.04], [-0.01, 0.01, 0.02], [0.02, 0.05, 0.00], [-0.01, -0.07, 0.02], [-0.02, -0.07, 0.02], [-0.12, 0.28, -0.10], [-0.01, -0.04, 0.00], [-0.01, -0.05, 0.02], [0.00, 0.00, 0.00], [0.00, 0.00, 0.01], [0.03, 0.01, 0.01], [0.00, 0.00, 0.00], [0.00, 0.00, 0.00], [0.01, -0.16, 0.06], [0.02, -0.04, -0.02], [-0.04, 0.02, 0.10], [0.24, -0.19, 0.08], [0.02, 0.50, -0.40], [0.00, 0.05, -0.03], [-0.01, 0.01, 0.00], [0.00, 0.00, 0.00], [-0.02, 0.03, -0.06]], "lowdin_charge": [0.710, 0.672, -0.685, -0.265, -0.686, 0.724, -0.719, 0.696, -0.709, 0.685, -0.708, 0.674, -0.107, -0.102, -0.137, -0.329, -0.138, -0.102, 0.097, 0.099, 0.092, 0.090, 0.099, -0.010, -0.081, -0.051, -0.115, -0.086, 0.055, 0.124, 0.099, 0.112]}

---

Record 3
{"formula": "C15H9MnN4O4Se", "method": "ωB97M-V/def2-TZVPD", "multiplicity": 6, "de_lowest_kj_mol": 0.0, "charge": -1, "total_energy_ha": -4649.49865, "species": ["Mn", "O", "N", "N", "O", "C", "C", "C", "C", "C", "C", "H", "H", "H", "H", "H", "Se", "C", "N", "O", "C", "N", "C", "O", "C", "C", "C", "C", "C", "C", "H", "H", "H", "H"], "coordinates": [[-0.7608, 0.8052, -0.6217], [1.1919, 1.5599, -0.8863], [1.6135, 2.2880, 0.0781], [1.0246, 1.9894, 1.1760], [0.1149, 1.0634, 1.2886], [1.4901, 2.7002, 2.2954], [1.3022, 2.1584, 3.5135], [1.4996, 2.9637, 4.6310], [2.0449, 4.2334, 4.4751], [2.3312, 4.7203, 3.1745], [1.9516, 3.9420, 2.1013], [0.8312, 1.1498, 3.5376], [1.2606, 2.6867, 5.6688], [2.1433, 4.9205, 5.3745], [2.8239, 5.6605, 2.9726], [2.0358, 4.4391, 1.1313], [-5.4540, 2.7725, -0.5428], [-3.7761, 2.1318, -0.5290], [-2.7186, 1.6360, -0.4270], [-0.6123, -2.4010, 0.4845], [-0.6717, -2.3042, -0.7287], [-0.6767, -1.0980, -1.4322], [-0.8350, -1.4063, -2.7572], [-1.0974, -0.6285, -3.6890], [-0.8461, -2.9306, -2.9556], [-0.8957, -3.6410, -4.1479], [-0.8184, -5.0100, -3.9854], [-0.6032, -5.5787, -2.7610], [-0.5918, -4.8475, -1.5465], [-0.7139, -3.4981, -1.6994], [-0.8890, -3.1136, -5.0933], [-0.7354, -5.6186, -4.8172], [-0.4932, -6.6112, -2.7280], [-0.4698, -5.1333, -0.5548]], "forces_ev_per_angstrom": [[-0.48, -0.13, 0.33], [-0.09, 0.62, -0.49], [-0.49, -1.15, -0.28], [0.63, -0.06, -0.79], [-0.05, 0.15, 0.03], [-1.09, -1.00, -0.80], [-1.21, -1.45, 1.90], [0.44, 0.40, 0.74], [0.20, 1.46, 0.22], [-0.28, -0.78, 1.29], [1.49, 3.23, -0.59], [0.51, 0.92, 0.24], [0.01, -0.35, -0.75], [0.10, -1.06, -1.24], [-0.24, 0.20, 0.29], [-0.09, -0.75, 0.15], [0.35, 0.01, -0.11], [0.21, -0.48, 0.40], [0.11, 0.32, -0.46], [-0.10, -0.04, -0.53], [0.47, -0.19, 0.70], [-0.17, -1.43, -0.40], [-1.37, 0.34, -1.87], [0.87, -0.76, 1.49], [0.31, 1.30, -0.27], [0.13, 0.90, 1.18], [0.60, 1.06, 0.39], [-0.49, 0.76, 2.05], [-0.15, 0.78, -2.04], [-0.25, 1.82, -0.65], [-0.25, -0.16, -0.02], [-0.13, -1.23, -1.63], [0.23, -1.79, 0.14], [0.28, -1.49, 1.39]], "lowdin_charge": [0.960, -0.218, -0.015, -0.243, -0.161, -0.235, -0.011, -0.086, -0.099, -0.073, -0.046, 0.137, 0.107, 0.114, 0.097, 0.122, 0.369, -0.962, -0.053, 0.059, -0.416, 0.026, -0.432, 0.025, -0.087, 0.004, -0.095, -0.070, 0.010, -0.094, 0.118, 0.078, 0.076, 0.096]}

---

Please write out number 3 again, unchanged.
{"formula": "C15H9MnN4O4Se", "method": "ωB97M-V/def2-TZVPD", "multiplicity": 6, "de_lowest_kj_mol": 0.0, "charge": -1, "total_energy_ha": -4649.49865, "species": ["Mn", "O", "N", "N", "O", "C", "C", "C", "C", "C", "C", "H", "H", "H", "H", "H", "Se", "C", "N", "O", "C", "N", "C", "O", "C", "C", "C", "C", "C", "C", "H", "H", "H", "H"], "coordinates": [[-0.7608, 0.8052, -0.6217], [1.1919, 1.5599, -0.8863], [1.6135, 2.2880, 0.0781], [1.0246, 1.9894, 1.1760], [0.1149, 1.0634, 1.2886], [1.4901, 2.7002, 2.2954], [1.3022, 2.1584, 3.5135], [1.4996, 2.9637, 4.6310], [2.0449, 4.2334, 4.4751], [2.3312, 4.7203, 3.1745], [1.9516, 3.9420, 2.1013], [0.8312, 1.1498, 3.5376], [1.2606, 2.6867, 5.6688], [2.1433, 4.9205, 5.3745], [2.8239, 5.6605, 2.9726], [2.0358, 4.4391, 1.1313], [-5.4540, 2.7725, -0.5428], [-3.7761, 2.1318, -0.5290], [-2.7186, 1.6360, -0.4270], [-0.6123, -2.4010, 0.4845], [-0.6717, -2.3042, -0.7287], [-0.6767, -1.0980, -1.4322], [-0.8350, -1.4063, -2.7572], [-1.0974, -0.6285, -3.6890], [-0.8461, -2.9306, -2.9556], [-0.8957, -3.6410, -4.1479], [-0.8184, -5.0100, -3.9854], [-0.6032, -5.5787, -2.7610], [-0.5918, -4.8475, -1.5465], [-0.7139, -3.4981, -1.6994], [-0.8890, -3.1136, -5.0933], [-0.7354, -5.6186, -4.8172], [-0.4932, -6.6112, -2.7280], [-0.4698, -5.1333, -0.5548]], "forces_ev_per_angstrom": [[-0.48, -0.13, 0.33], [-0.09, 0.62, -0.49], [-0.49, -1.15, -0.28], [0.63, -0.06, -0.79], [-0.05, 0.15, 0.03], [-1.09, -1.00, -0.80], [-1.21, -1.45, 1.90], [0.44, 0.40, 0.74], [0.20, 1.46, 0.22], [-0.28, -0.78, 1.29], [1.49, 3.23, -0.59], [0.51, 0.92, 0.24], [0.01, -0.35, -0.75], [0.10, -1.06, -1.24], [-0.24, 0.20, 0.29], [-0.09, -0.75, 0.15], [0.35, 0.01, -0.11], [0.21, -0.48, 0.40], [0.11, 0.32, -0.46], [-0.10, -0.04, -0.53], [0.47, -0.19, 0.70], [-0.17, -1.43, -0.40], [-1.37, 0.34, -1.87], [0.87, -0.76, 1.49], [0.31, 1.30, -0.27], [0.13, 0.90, 1.18], [0.60, 1.06, 0.39], [-0.49, 0.76, 2.05], [-0.15, 0.78, -2.04], [-0.25, 1.82, -0.65], [-0.25, -0.16, -0.02], [-0.13, -1.23, -1.63], [0.23, -1.79, 0.14], [0.28, -1.49, 1.39]], "lowdin_charge": [0.960, -0.218, -0.015, -0.243, -0.161, -0.235, -0.011, -0.086, -0.099, -0.073, -0.046, 0.137, 0.107, 0.114, 0.097, 0.122, 0.369, -0.962, -0.053, 0.059, -0.416, 0.026, -0.432, 0.025, -0.087, 0.004, -0.095, -0.070, 0.010, -0.094, 0.118, 0.078, 0.076, 0.096]}

---

Copy entry 1 word for word.
{"formula": "C15H9Cl2O2", "method": "ωB97M-V/def2-TZVPD", "de_lowest_kj_mol": 0.6, "charge": -1, "total_energy_ha": -1647.85304, "species": ["Cl", "C", "C", "C", "O", "C", "Cl", "C", "C", "O", "H", "H", "C", "C", "C", "C", "C", "C", "C", "C", "C", "H", "H", "H", "H", "H", "H", "H"], "coordinates": [[-3.8404, 2.1836, -0.6442], [-2.7575, 1.8434, 0.6207], [-2.9261, 0.7385, 1.3779], [-2.0271, 0.4302, 2.4610], [-2.1667, -0.5742, 3.1346], [-0.9417, 1.3708, 2.7198], [0.0907, 1.0754, 4.0368], [-0.7655, 2.4687, 1.9544], [-1.6583, 2.7718, 0.8647], [-1.5074, 3.7665, 0.1794], [-3.7450, 0.0676, 1.1864], [0.0467, 3.1458, 2.1527], [1.8156, -0.7869, 1.4681], [2.9935, -0.0646, 1.5952], [3.5309, 0.1781, 0.3385], [2.6692, -0.4088, -0.6272], [1.5898, -1.0092, 0.0786], [0.5797, -1.6665, -0.6240], [0.6590, -1.7232, -2.0071], [1.7219, -1.1417, -2.6937], [2.7312, -0.4824, -2.0171], [1.1906, -1.1386, 2.2715], [3.4259, 0.2522, 2.5297], [4.4427, 0.7037, 0.1175], [-0.2388, -2.1213, -0.0934], [-0.1127, -2.2313, -2.5635], [1.7624, -1.2094, -3.7688], [3.5572, -0.0385, -2.5406]], "forces_ev_per_angstrom": [[-0.21, 0.23, -0.39], [-0.76, -1.75, 0.73], [-0.40, 1.22, -1.35], [0.12, -1.31, 0.86], [-0.16, 0.15, -0.08], [0.94, 1.56, -0.58], [0.08, -0.17, 0.34], [0.22, -1.06, 1.21], [0.43, 1.14, -0.76], [-0.09, -0.02, 0.05], [-0.06, -0.22, 0.06], [0.11, 0.16, -0.11], [-0.76, -0.32, -0.07], [0.14, 0.11, 0.14], [0.26, 0.15, -0.49], [0.69, 0.44, 0.19], [-0.29, -0.16, 0.79], [0.21, 0.10, -0.56], [-0.55, -0.28, 0.56], [0.61, 0.34, -0.24], [-0.48, -0.29, -0.02], [-0.13, -0.08, 0.13], [0.11, 0.08, 0.20], [0.22, 0.14, -0.02], [-0.30, -0.18, 0.11], [-0.18, -0.12, -0.13], [-0.03, -0.03, -0.27], [0.28, 0.16, -0.28]], "lowdin_charge": [0.752, -0.584, -0.007, -0.431, 0.087, -0.580, 0.766, -0.004, -0.432, 0.085, 0.120, 0.124, -0.141, -0.184, -0.121, -0.248, -0.244, -0.076, -0.159, -0.160, -0.075, 0.058, 0.070, 0.066, 0.087, 0.070, 0.071, 0.087]}

---

Copy entry 3 word for word.
{"formula": "C15H9MnN4O4Se", "method": "ωB97M-V/def2-TZVPD", "multiplicity": 6, "de_lowest_kj_mol": 0.0, "charge": -1, "total_energy_ha": -4649.49865, "species": ["Mn", "O", "N", "N", "O", "C", "C", "C", "C", "C", "C", "H", "H", "H", "H", "H", "Se", "C", "N", "O", "C", "N", "C", "O", "C", "C", "C", "C", "C", "C", "H", "H", "H", "H"], "coordinates": [[-0.7608, 0.8052, -0.6217], [1.1919, 1.5599, -0.8863], [1.6135, 2.2880, 0.0781], [1.0246, 1.9894, 1.1760], [0.1149, 1.0634, 1.2886], [1.4901, 2.7002, 2.2954], [1.3022, 2.1584, 3.5135], [1.4996, 2.9637, 4.6310], [2.0449, 4.2334, 4.4751], [2.3312, 4.7203, 3.1745], [1.9516, 3.9420, 2.1013], [0.8312, 1.1498, 3.5376], [1.2606, 2.6867, 5.6688], [2.1433, 4.9205, 5.3745], [2.8239, 5.6605, 2.9726], [2.0358, 4.4391, 1.1313], [-5.4540, 2.7725, -0.5428], [-3.7761, 2.1318, -0.5290], [-2.7186, 1.6360, -0.4270], [-0.6123, -2.4010, 0.4845], [-0.6717, -2.3042, -0.7287], [-0.6767, -1.0980, -1.4322], [-0.8350, -1.4063, -2.7572], [-1.0974, -0.6285, -3.6890], [-0.8461, -2.9306, -2.9556], [-0.8957, -3.6410, -4.1479], [-0.8184, -5.0100, -3.9854], [-0.6032, -5.5787, -2.7610], [-0.5918, -4.8475, -1.5465], [-0.7139, -3.4981, -1.6994], [-0.8890, -3.1136, -5.0933], [-0.7354, -5.6186, -4.8172], [-0.4932, -6.6112, -2.7280], [-0.4698, -5.1333, -0.5548]], "forces_ev_per_angstrom": [[-0.48, -0.13, 0.33], [-0.09, 0.62, -0.49], [-0.49, -1.15, -0.28], [0.63, -0.06, -0.79], [-0.05, 0.15, 0.03], [-1.09, -1.00, -0.80], [-1.21, -1.45, 1.90], [0.44, 0.40, 0.74], [0.20, 1.46, 0.22], [-0.28, -0.78, 1.29], [1.49, 3.23, -0.59], [0.51, 0.92, 0.24], [0.01, -0.35, -0.75], [0.10, -1.06, -1.24], [-0.24, 0.20, 0.29], [-0.09, -0.75, 0.15], [0.35, 0.01, -0.11], [0.21, -0.48, 0.40], [0.11, 0.32, -0.46], [-0.10, -0.04, -0.53], [0.47, -0.19, 0.70], [-0.17, -1.43, -0.40], [-1.37, 0.34, -1.87], [0.87, -0.76, 1.49], [0.31, 1.30, -0.27], [0.13, 0.90, 1.18], [0.60, 1.06, 0.39], [-0.49, 0.76, 2.05], [-0.15, 0.78, -2.04], [-0.25, 1.82, -0.65], [-0.25, -0.16, -0.02], [-0.13, -1.23, -1.63], [0.23, -1.79, 0.14], [0.28, -1.49, 1.39]], "lowdin_charge": [0.960, -0.218, -0.015, -0.243, -0.161, -0.235, -0.011, -0.086, -0.099, -0.073, -0.046, 0.137, 0.107, 0.114, 0.097, 0.122, 0.369, -0.962, -0.053, 0.059, -0.416, 0.026, -0.432, 0.025, -0.087, 0.004, -0.095, -0.070, 0.010, -0.094, 0.118, 0.078, 0.076, 0.096]}